Record 1
116
Properties=species:S:1:pos:R:3:mulliken_charge:R:1 method="wB97M-V/def2-TZVPD" e_above_lowest_ev=20.515 orbital_gap_ev=7.99
C 1.805 2.092 1.620 0.2304
O 2.413 0.855 1.795 -0.6022
H 0.769 2.025 1.283 -0.4122
H 2.266 2.459 0.750 0.3098
H 1.746 2.673 2.562 0.3601
H 1.859 0.219 1.337 0.1848
C -0.865 -4.366 -2.154 -0.3729
O -0.769 -3.710 -3.365 -0.4176
H -0.082 -4.248 -1.463 0.1163
H -0.868 -5.464 -2.258 0.4459
H -1.759 -4.206 -1.503 -0.0798
H -0.349 -4.453 -3.764 0.3526
C 1.389 -5.679 1.706 -0.3197
O 0.953 -5.748 0.377 -0.4462
H 0.836 -5.126 2.213 -0.0584
H 2.560 -5.319 1.420 0.2047
H 1.454 -6.610 2.247 0.3138
H 1.631 -5.740 -0.132 0.2886
C 2.753 3.182 -3.270 0.2975
O 3.177 2.503 -2.028 -0.4162
H 3.660 3.189 -4.033 0.2207
H 2.226 4.045 -2.880 0.0695
H 2.121 2.573 -3.596 -0.3227
H 3.541 3.087 -1.516 0.2203
C -5.278 1.390 -0.173 -0.0178
O -6.443 2.068 0.282 -0.5458
H -4.956 0.618 0.691 -0.0141
H -4.447 2.167 -0.336 0.0288
H -5.325 0.852 -1.211 0.2421
H -6.573 2.967 -0.151 0.3111
C -3.434 -1.922 4.646 -0.5363
O -2.052 -1.821 4.684 -0.3639
H -3.768 -1.033 5.070 0.2607
H -3.682 -2.883 5.199 0.2780
H -3.628 -1.996 3.753 0.1219
H -1.511 -2.543 4.928 0.2250
C 2.029 -2.295 3.943 -0.2773
O 2.579 -2.727 5.246 -0.4879
H 1.311 -1.291 4.083 0.0518
H 1.190 -2.792 3.443 -0.1062
H 2.682 -1.992 3.308 0.5221
H 3.391 -2.749 5.072 0.2895
C -3.564 -4.415 1.462 -0.4786
O -2.524 -3.973 2.347 -0.4463
H -4.491 -4.867 1.738 0.4153
H -3.021 -4.940 0.661 0.2968
H -3.914 -3.612 1.109 -0.0196
H -2.157 -4.904 2.865 0.3275
C 6.087 -1.018 -0.442 -0.5591
O 6.211 -2.397 -0.661 -0.4965
H 6.207 -0.424 -1.291 0.3288
H 6.878 -0.641 0.137 0.3937
H 5.039 -0.563 -0.446 0.0262
H 7.235 -2.540 -0.466 0.3238
C -4.058 -2.901 -1.924 -1.1501
O -3.922 -1.815 -1.203 -0.2227
H -4.003 -3.823 -1.508 0.4799
H -3.444 -3.087 -2.711 0.4769
H -5.020 -2.769 -2.589 0.2320
H -3.726 -2.083 -0.338 0.1227
C 1.193 -1.270 -4.401 0.7642
C 2.161 -2.001 -5.224 -1.3942
C 2.435 -1.409 -6.540 0.4800
C 1.783 -0.243 -6.958 -0.6743
C 0.874 0.404 -6.150 -0.3077
C 0.655 -0.114 -4.859 -0.0078
O -0.149 0.724 -4.072 -0.4902
O 3.309 -2.126 -7.358 -0.5282
H 0.920 -1.563 -3.333 0.2112
H 2.448 -2.822 -4.694 0.6382
H 1.508 -0.174 -8.001 0.2600
H 0.451 1.391 -6.323 0.4530
H -0.937 0.373 -3.592 0.2495
H 3.607 -1.809 -8.208 0.3117
C -0.430 4.300 -0.622 0.4033
C -0.815 4.511 -1.909 -0.3170
C -0.376 5.562 -2.713 -0.0348
C 0.610 6.348 -2.253 -0.1636
C 1.137 6.260 -0.917 -1.5276
C 0.481 5.243 -0.188 0.8108
O 0.858 4.999 1.144 -0.5687
O -0.909 5.713 -3.994 -0.5069
H -1.052 3.436 0.073 -0.1645
H -1.504 3.860 -2.213 0.8380
H 1.125 7.150 -2.900 0.1539
H 1.835 6.857 -0.516 0.6566
H 0.217 4.632 1.604 0.0259
H -0.356 6.218 -4.445 0.2572
C 0.974 -1.924 -0.116 -0.9776
C -0.163 -2.053 0.721 0.6361
C -1.070 -0.965 0.753 0.2850
C -0.859 0.186 -0.106 -0.5598
C 0.324 0.229 -0.988 0.9447
C 1.243 -0.733 -0.931 -0.6661
O 2.462 -0.695 -1.601 -0.6167
O -2.116 -0.946 1.632 -0.0785
H 1.777 -2.655 0.084 0.3006
H -0.464 -2.896 1.421 0.0851
H -1.707 0.983 -0.080 0.4807
H 0.525 1.229 -1.580 0.2549
H 2.348 0.119 -2.042 0.2039
H -2.248 -1.595 2.312 -0.2003
C -0.349 2.251 5.525 -0.8098
C -1.038 1.974 4.320 0.1072
C -1.329 2.977 3.452 0.2574
C -1.139 4.274 3.774 -0.3318
C -0.476 4.594 5.004 -0.8270
C -0.206 3.621 5.874 0.8638
O 0.301 3.950 7.132 -0.6011
O -1.880 2.587 2.250 -0.4284
H -0.147 1.458 6.278 0.4181
H -1.297 0.915 3.979 0.0363
H -1.463 5.108 3.130 0.5546
H -0.252 5.620 5.273 0.2893
H 0.512 4.881 7.457 0.3270
H -1.704 1.575 2.074 0.0250

=====

Record 2
112
Properties=species:S:1:pos:R:3:lowdin_spin:R:1 method="wB97M-V/def2-TZVPD" total_charge=+1 multiplicity=2 orbital_gap_ev="7.68 / 8.36"
C 2.448 1.239 0.112 0.0000
C 1.883 1.531 -1.389 0.0000
O 0.537 2.075 -1.367 0.0000
P -0.430 1.397 -2.609 0.0000
O 0.487 1.335 -3.859 0.0000
C -1.001 -0.375 -2.155 0.0000
C -1.922 -0.312 -0.804 0.0000
N -2.984 -1.381 -0.757 0.0000
C -2.478 -2.762 -0.470 0.0000
O -1.066 -2.840 -0.185 0.0000
C -0.534 -4.177 -0.378 0.0000
C 0.590 -4.312 -1.512 0.0000
C 0.311 -3.429 -2.840 0.0000
C 2.108 -4.133 -0.948 0.0000
C 3.212 -4.182 -2.125 0.0000
C 2.276 -2.896 0.059 0.0000
C -3.267 -3.534 0.702 0.0000
O -4.678 -3.468 0.379 0.0000
C -5.205 -2.127 0.434 0.0000
C -5.951 -1.968 1.879 0.0000
O -5.179 -2.488 2.979 0.0000
O -5.843 -3.618 3.398 0.0000
C -6.426 -2.093 -0.643 0.0000
C -5.933 -2.239 -2.146 0.0000
C -5.852 -0.921 -3.001 0.0000
C -5.433 -0.940 -4.486 0.0000
C -5.061 -2.268 -5.221 0.0000
C -5.131 -3.566 -4.386 0.0000
C -5.563 -3.551 -2.874 0.0000
C -5.647 -4.956 -2.125 0.0000
C -4.152 -0.951 0.120 0.0000
P -3.599 0.045 1.666 0.0000
N -2.558 -0.736 2.599 0.0000
O -1.720 2.470 -2.866 0.0000
C -2.840 1.827 -3.545 0.0000
C -2.464 1.171 -4.958 0.0000
H 1.615 1.191 0.892 0.0000
H 3.190 2.048 0.460 -0.0002
H 3.042 0.250 0.160 0.0000
H 2.649 2.260 -1.853 0.0000
H 1.999 0.548 -1.955 0.0000
H -1.512 -0.909 -3.020 0.0000
H -0.029 -0.894 -1.807 0.0000
H -1.226 -0.298 0.095 0.0000
H -2.411 0.736 -0.847 0.0000
H -3.388 -1.413 -1.725 0.0000
H -2.641 -3.403 -1.422 0.0000
H -0.031 -4.475 0.621 0.0000
H -1.322 -4.982 -0.589 0.0000
H 0.549 -5.413 -1.870 0.0000
H -0.764 -3.042 -2.890 0.0000
H 0.559 -4.038 -3.774 0.0000
H 1.031 -2.534 -2.785 0.0000
H 2.295 -5.088 -0.318 0.0000
H 4.264 -3.985 -1.711 0.0000
H 3.249 -5.249 -2.566 0.0000
H 3.029 -3.430 -2.962 0.0000
H 3.380 -2.906 0.402 0.0000
H 2.009 -1.888 -0.401 0.0000
H 1.675 -3.145 1.010 0.0000
H -3.000 -4.658 0.718 0.0000
H -3.025 -3.153 1.758 0.0000
H -6.887 -2.641 1.792 0.0000
H -6.360 -0.908 2.045 0.0000
H -5.295 -4.041 4.093 0.0000
H -7.066 -3.017 -0.377 0.0000
H -7.022 -1.132 -0.500 0.0000
H -6.145 0.066 -2.519 0.0000
H -5.410 0.016 -5.105 0.0000
H -4.779 -2.302 -6.321 0.0000
H -4.897 -4.571 -4.896 0.0000
H -6.692 -5.097 -1.672 0.0000
H -5.562 -5.768 -2.945 0.0000
H -4.796 -5.165 -1.396 0.0000
H -4.727 -0.178 -0.527 0.0000
H -4.721 0.416 2.493 0.0000
H -3.028 1.282 1.179 0.0000
H -1.681 -0.180 2.610 0.0000
H -3.606 2.663 -3.755 0.0000
H -3.302 1.065 -2.823 0.0000
H -3.424 0.884 -5.500 0.0000
H -1.838 0.206 -4.874 0.0000
H -1.894 1.882 -5.662 0.0000
C 4.887 6.107 5.011 0.0023
C 4.963 4.670 4.421 0.0234
C 6.124 3.877 5.074 0.0136
C 7.511 4.195 4.526 0.0009
C 7.521 4.160 3.002 0.0138
C 6.441 5.072 2.392 0.0248
N 5.080 4.773 2.934 0.3336
O 4.669 3.593 2.399 0.5803
C 6.825 6.547 2.653 0.0008
C 6.488 4.954 0.847 -0.0007
C 3.644 3.996 4.885 -0.0010
H 4.615 6.843 4.249 0.0015
H 4.115 6.195 5.781 -0.0003
H 5.825 6.420 5.473 -0.0001
H 5.953 2.803 4.926 0.0023
H 6.122 4.037 6.157 0.0010
H 7.852 5.169 4.893 0.0003
H 8.228 3.464 4.911 0.0009
H 8.513 4.454 2.642 0.0009
H 7.380 3.123 2.673 0.0029
H 6.064 7.228 2.260 0.0009
H 7.769 6.793 2.157 -0.0004
H 6.978 6.785 3.704 0.0000
H 6.336 3.931 0.495 -0.0007
H 7.462 5.271 0.465 -0.0003
H 5.729 5.592 0.383 0.0002
H 2.771 4.484 4.440 0.0001
H 3.540 4.058 5.973 -0.0003
H 3.607 2.932 4.637 -0.0006

=====

Record 3
139
Properties=species:S:1:pos:R:3:mulliken_charge:R:1 method="wB97M-V/def2-TZVPD" smiles="C=CN(CCN(CC)C(C)=O)[C@](CC)(B(N)O)[C@](CCCC)(CCSc1nnco1)O[C@H](S)CCCN.O=S1(=O)OCCO1.O=S1(=O)OCCO1.O=S1(=O)OCCO1.O=S1(=O)OCCO1.O=S1(=O)OCCO1" orbital_gap_ev=7.47
C -2.362 -2.289 -2.044 -1.1289
C -1.161 -2.414 -1.306 0.0614
N -0.032 -1.549 -1.613 1.3871
C 0.922 -2.227 -2.452 -0.5498
C 0.831 -1.881 -4.054 -1.3090
N 0.892 -3.146 -4.836 0.5705
C 0.069 -3.108 -6.085 -0.5150
C -1.327 -3.879 -5.730 -0.6715
C 2.261 -3.626 -5.060 0.3585
C 3.568 -2.727 -5.244 -0.7620
O 2.427 -4.886 -5.067 -0.6241
C 0.327 -0.473 -0.680 0.1224
C -1.012 0.414 -0.595 -1.5163
C -0.993 1.841 0.082 -0.4841
B 1.401 0.471 -1.515 1.0361
N 1.005 1.682 -2.332 -0.6863
O 2.826 0.130 -1.631 -0.6525
C 0.911 -0.976 0.772 2.0307
C -0.332 -1.027 1.839 -1.1117
C 0.005 -1.755 3.220 -0.4772
C -1.266 -2.673 3.623 -0.4063
C -2.357 -1.717 4.343 -1.0651
C 2.029 -0.090 1.455 -0.4202
C 1.685 1.360 1.998 -0.7606
S 2.520 2.754 1.018 -0.1425
C 1.472 4.226 1.337 0.3443
N 1.015 4.858 2.528 -0.2664
N 0.235 5.878 2.017 -0.3251
C 0.192 5.878 0.590 0.0825
O 1.004 4.812 0.118 -0.1654
O 1.224 -2.417 0.700 -0.3629
C 2.595 -2.762 0.667 0.1369
S 2.730 -4.309 -0.443 -0.3014
C 3.288 -3.230 2.038 0.1055
C 3.023 -4.740 2.506 -0.9432
C 1.491 -5.187 2.612 0.2822
N 1.239 -6.237 3.678 -0.7657
H -3.265 -2.953 -1.832 0.2110
H -2.409 -1.452 -2.822 0.1446
H -1.061 -3.167 -0.441 0.0583
H 0.643 -3.355 -2.443 0.3462
H 2.033 -2.229 -2.207 -0.0113
H -0.203 -1.379 -4.184 0.4178
H 1.599 -1.087 -4.353 0.2098
H 0.637 -3.688 -6.889 0.4107
H -0.149 -2.036 -6.454 0.2749
H -2.220 -3.175 -5.663 0.1900
H -1.203 -4.344 -4.680 0.2092
H -1.462 -4.756 -6.446 0.2567
H 4.466 -3.404 -5.021 0.3378
H 3.599 -2.293 -6.298 0.2453
H 3.587 -1.914 -4.424 0.1043
H -1.926 -0.126 -0.136 0.2870
H -1.327 0.576 -1.696 0.5591
H -1.854 2.447 -0.403 0.3568
H -1.253 1.872 1.210 0.0682
H -0.071 2.491 -0.046 -0.4981
H 1.393 2.543 -1.898 0.1334
H 1.450 1.549 -3.252 0.2162
H 3.345 0.952 -1.458 0.2361
H -0.779 -0.014 2.072 -0.2400
H -1.168 -1.643 1.331 0.4686
H 1.003 -2.296 3.272 -0.0446
H 0.049 -0.930 4.031 0.4101
H -0.928 -3.507 4.344 0.3028
H -1.739 -3.192 2.722 0.2021
H -3.399 -1.878 3.889 0.2556
H -2.427 -2.071 5.437 0.3088
H -2.124 -0.603 4.253 0.2581
H 3.030 -0.002 0.881 0.1458
H 2.357 -0.682 2.396 -0.0815
H 2.212 1.471 3.024 0.5686
H 0.598 1.586 2.234 0.3497
H -0.356 6.554 -0.136 0.2996
H 3.307 -2.038 0.112 0.3390
H 1.436 -4.813 -0.609 0.0968
H 4.435 -3.162 1.841 0.0017
H 3.099 -2.574 2.947 0.2491
H 3.429 -4.794 3.593 0.3965
H 3.659 -5.526 1.949 0.2893
H 1.241 -5.719 1.616 0.1756
H 0.737 -4.341 2.709 -0.2319
H 0.893 -5.747 4.526 0.2989
H 0.397 -6.734 3.321 0.3182
O -4.951 -2.934 -5.187 -0.5164
S -5.620 -4.175 -4.930 1.1696
O -6.299 -4.453 -3.702 -0.5795
O -4.579 -5.382 -5.231 -0.2516
C -5.118 -6.240 -6.236 -0.3179
C -6.014 -5.351 -7.085 -0.3395
O -6.641 -4.465 -6.158 -0.3381
H -5.696 -7.025 -5.740 0.2638
H -4.316 -6.695 -6.819 0.3103
H -6.762 -5.920 -7.638 0.3128
H -5.426 -4.749 -7.784 0.2796
O -4.247 0.965 -2.435 -0.5565
S -4.842 1.162 -1.147 1.2593
O -4.699 0.227 -0.073 -0.5614
O -6.420 1.471 -1.359 -0.3168
C -6.740 2.743 -0.796 -0.4235
C -5.459 3.558 -0.890 -0.3864
O -4.410 2.632 -0.608 -0.2515
H -7.035 2.590 0.246 0.2840
H -7.564 3.205 -1.341 0.3160
H -5.441 4.387 -0.182 0.3463
H -5.309 3.942 -1.903 0.2973
O 0.896 1.838 7.827 -0.5218
S 0.124 3.029 8.023 1.1063
O -0.885 3.143 9.031 -0.5349
O -0.517 3.457 6.596 -0.2972
C -0.086 4.774 6.253 -0.1705
C 1.271 4.940 6.918 -0.3227
O 1.148 4.279 8.178 -0.3149
H -0.812 5.486 6.655 0.2722
H -0.029 4.887 5.169 0.1931
H 1.542 5.986 7.057 0.3208
H 2.055 4.434 6.347 0.2753
O 6.050 -1.857 0.482 -0.5610
S 6.328 -1.120 1.679 1.2022
O 5.301 -0.557 2.503 -0.5161
O 7.400 0.043 1.319 -0.3240
C 8.570 -0.118 2.123 -0.3739
C 8.652 -1.608 2.418 -0.3827
O 7.299 -2.021 2.616 -0.2829
H 8.434 0.460 3.042 0.2905
H 9.450 0.246 1.592 0.3071
H 9.253 -1.825 3.301 0.3129
H 9.052 -2.159 1.562 0.3054
O -3.813 9.231 -1.571 -0.5426
S -3.525 9.959 -0.372 1.0999
O -4.546 10.512 0.464 -0.5287
O -2.459 11.128 -0.733 -0.3090
C -1.282 10.964 0.058 -0.3459
C -1.193 9.473 0.342 -0.2684
O -2.541 9.054 0.550 -0.2755
H -1.410 11.535 0.983 0.2941
H -0.408 11.335 -0.478 0.3135
H -0.582 9.251 1.218 0.3755
H -0.800 8.930 -0.523 0.1985

=====

Record 4
118
Properties=species:S:1:pos:R:3:mulliken_charge:R:1 method="wB97M-V/def2-TZVPD" total_charge=+1 orbital_gap_ev=7.40
C 0.151 1.548 0.931 -1.1893
N -1.004 0.637 0.872 0.5183
C -1.550 0.349 2.212 -0.9835
C -0.669 -0.543 0.149 -1.0190
O -0.274 -1.550 0.664 -0.5087
C -0.875 -0.483 -1.341 -0.2694
C -2.237 -1.079 -1.749 0.0795
C -3.325 -0.884 -0.722 -1.6129
N -3.915 0.502 -0.643 0.3643
C -5.314 0.423 -0.107 -0.6920
C -5.337 -0.092 1.341 -0.4589
C -5.703 -1.582 1.513 -1.1731
C -4.516 -2.461 1.971 0.6517
C -4.840 -3.421 3.108 -1.1614
C -3.680 -4.380 3.386 -0.9288
C -2.306 -3.704 3.457 0.2454
C -1.340 -4.356 4.451 -1.3472
Si -1.723 -3.999 6.282 0.1917
C -3.357 -3.090 6.545 -1.0503
C -1.825 -5.671 7.170 -1.2497
C -0.320 -3.056 7.120 0.8753
C -0.484 -2.750 8.481 -0.4968
C 0.515 -2.089 9.200 -0.6580
C 1.699 -1.723 8.559 -0.4744
C 1.861 -2.008 7.204 -0.5991
C 0.867 -2.675 6.484 -0.2851
C -3.789 1.330 -1.901 -0.5676
C -2.670 2.368 -1.665 0.6233
P -2.037 3.187 -3.149 0.6253
O -3.086 3.794 -3.949 -0.6917
O -0.976 4.241 -2.578 -0.4630
O -1.169 2.113 -3.955 -0.4995
C -3.722 0.492 -3.168 -1.2989
O -5.011 -0.092 -3.377 -0.6583
C -2.632 -0.613 -3.183 -0.1295
C -3.120 -1.852 -3.960 -0.3194
C -1.966 -2.716 -4.340 0.3768
O -1.837 -3.845 -4.093 -0.4641
F -1.025 -2.049 -5.006 -0.2367
H -0.177 2.518 1.288 0.3868
H 0.557 1.680 -0.073 0.3782
H 0.955 1.146 1.545 0.4210
H -1.666 -0.715 2.397 0.1661
H -2.538 0.807 2.298 0.3827
H -0.951 0.778 3.007 0.4790
H -0.098 -1.093 -1.795 0.5850
H -0.737 0.509 -1.759 0.0765
H -2.083 -2.154 -1.801 1.1369
H -3.002 -1.162 0.275 -0.0467
H -4.145 -1.558 -0.962 1.0358
H -3.399 1.000 0.086 0.4725
H -5.760 1.411 -0.154 0.6768
H -5.924 -0.224 -0.730 0.3667
H -4.377 0.123 1.810 -0.0236
H -6.099 0.490 1.849 0.5390
H -6.053 -1.970 0.557 0.3992
H -6.539 -1.680 2.198 0.4736
H -3.701 -1.797 2.250 -0.5525
H -4.133 -3.038 1.126 0.4145
H -5.025 -2.825 4.000 0.4225
H -5.727 -3.985 2.830 0.4208
H -3.664 -5.144 2.609 0.5576
H -3.895 -4.909 4.312 0.3631
H -2.458 -2.671 3.781 -0.2814
H -1.875 -3.652 2.457 0.5941
H -0.339 -3.983 4.238 0.4423
H -1.311 -5.435 4.310 0.4296
H -4.167 -3.796 6.379 0.3330
H -3.399 -2.736 7.571 0.4613
H -3.483 -2.249 5.868 0.2295
H -1.118 -6.335 6.678 0.3523
H -2.827 -6.086 7.182 0.3470
H -1.456 -5.524 8.181 0.3832
H -1.400 -3.034 8.982 0.2442
H 0.349 -1.899 10.250 0.3871
H 2.466 -1.226 9.132 0.3832
H 2.790 -1.722 6.727 0.3818
H 1.022 -2.892 5.438 0.2314
H -4.702 1.908 -1.979 0.3134
H -3.112 3.175 -1.079 0.6538
H -1.861 1.983 -1.046 -0.6218
H -0.488 3.826 -1.850 0.2662
H -0.227 2.175 -3.748 0.3437
H -3.582 1.124 -4.038 0.7410
H -5.252 -0.663 -2.642 0.4086
H -1.720 -0.288 -3.669 0.6503
H -3.642 -1.575 -4.872 0.5215
H -3.763 -2.452 -3.330 0.1740
C 3.773 5.538 -3.380 -0.5785
S 3.671 6.151 -1.700 0.4754
O 3.878 4.989 -0.792 -0.6237
C 1.903 6.464 -1.709 -0.4374
H 4.801 5.234 -3.575 0.1637
H 3.109 4.680 -3.499 0.1945
H 3.495 6.333 -4.072 0.3661
H 1.379 5.534 -1.932 -0.2280
H 1.662 7.222 -2.453 0.3604
H 1.616 6.820 -0.721 0.3800
C 7.923 4.941 -7.073 -1.0140
S 7.877 4.295 -5.397 0.6286
O 6.486 4.511 -4.893 -0.6730
C 8.894 5.585 -4.674 -1.0239
H 7.306 4.297 -7.695 0.3014
H 7.529 5.957 -7.088 0.3434
H 8.951 4.923 -7.435 0.3731
H 8.436 6.559 -4.850 0.3524
H 9.890 5.545 -5.114 0.3776
H 8.961 5.397 -3.604 0.2944
C 8.184 -0.427 -5.270 -0.9346
S 9.787 0.293 -4.895 0.4429
O 9.755 1.693 -5.391 -0.5241
C 10.712 -0.672 -6.095 -0.9642
H 7.442 0.074 -4.651 0.3010
H 7.950 -0.271 -6.323 0.2893
H 8.201 -1.491 -5.034 0.3937
H 10.306 -0.502 -7.093 0.3017
H 10.653 -1.729 -5.834 0.3838
H 11.748 -0.345 -6.059 0.3115